[1]
9
Properties=species:S:1:pos:R:3:forces:R:3:nbo_charge:R:1 method="wB97M-V/def2-TZVPD" e_lumo_ha=0.024 gap_ev=9.83 de_lowest_kj_mol=404.8
C 0.52982 0.56591 0.67824 0.87 0.36 1.39 -0.135
C -0.22787 1.29010 1.25944 -1.48 2.08 1.94 0.510
C -0.43474 -0.95283 -0.61415 0.08 -0.44 -0.94 -0.508
C 0.82974 -0.29829 -0.37775 -0.08 0.64 1.04 -0.400
C -0.26906 0.46825 -0.99571 -0.68 1.17 -1.34 0.072
F -0.89812 2.09712 2.04890 0.91 -1.24 -1.32 -0.246
H -0.28978 -1.50605 -1.51400 -1.06 -1.04 -0.48 0.235
H -1.01781 -1.19755 0.22179 -0.89 -1.03 0.61 0.227
H 1.77783 -0.46666 -0.70677 2.33 -0.50 -0.91 0.245

[2]
13
Properties=species:S:1:pos:R:3:forces:R:3:mulliken_spin:R:1 method="wB97M-V/def2-TZVPD" e_lumo_ha="-0.020 / -0.081" spin_multiplicity=2 gap_ev="7.76 / 6.09" de_lowest_kj_mol=228.1
C -1.41675 5.64916 0.82718 -0.71 -0.15 0.41 0.032
C -1.73875 4.79131 -0.26221 -0.75 -0.01 0.12 0.530
O -2.05844 3.49643 -0.24403 -0.63 0.17 -1.53 0.092
C -2.47462 2.68136 0.79236 5.22 -1.01 2.52 0.004
O -2.02951 1.54487 0.76201 -1.68 -0.21 -1.35 0.028
O -2.76438 3.26549 1.89208 -0.05 1.58 1.70 0.008
O -1.49710 5.36079 2.03344 1.03 0.09 -0.17 0.290
H -1.20199 6.68627 0.52272 0.05 -0.19 0.08 0.002
H -1.91016 5.23022 -1.24490 0.45 -0.13 0.17 0.017
H -1.87786 3.83438 2.32747 -2.66 -0.72 -1.61 -0.003
O -0.62088 1.67036 3.84598 -0.31 -0.74 -1.70 0.000
H -0.46686 1.82407 4.77636 0.04 -0.56 0.09 0.000
Cu -0.91757 0.17882 2.51148 -0.03 1.88 1.28 0.000

[3]
84
Properties=species:S:1:pos:R:3:forces:R:3:lowdin_charge:R:1 method="wB97M-V/def2-TZVPD" e_lumo_ha=-0.002 gap_ev=9.71 de_lowest_kj_mol=0.0
Cl -3.02799 2.40089 2.31702 0.23 -0.34 0.42 0.590
C -4.14075 1.64008 3.45189 -0.95 0.17 0.31 -2.010
Cl -4.10101 2.46809 5.02285 0.33 -0.05 -0.16 0.524
Cl -5.79044 1.85186 2.81092 0.06 -0.13 -0.13 0.508
Cl -3.86736 -0.09093 3.72036 0.42 0.34 -0.28 0.561
Cl 0.91818 -3.81982 -3.00680 -0.04 -0.53 -0.06 0.591
C 1.16264 -2.80825 -4.40418 -0.09 0.87 -0.62 -2.036
Cl 1.32344 -3.66645 -5.94178 0.11 -0.35 0.39 0.547
Cl -0.22995 -1.71270 -4.58745 -0.13 0.02 0.22 0.526
Cl 2.59434 -1.80366 -4.13657 0.14 -0.05 0.03 0.557
Cl -3.18391 -2.79889 -2.66190 0.18 -0.34 -0.04 0.557
C -4.72191 -2.93277 -1.79043 -0.95 -0.12 -0.54 -0.651
C -5.07215 -1.61528 -1.14779 -0.06 0.36 0.31 -0.599
Cl -3.75120 -1.02401 -0.09043 -0.30 -0.01 0.24 0.609
H -4.77779 -3.80801 -1.14604 0.67 0.29 0.43 0.070
H -5.48837 -3.16840 -2.53471 0.08 0.32 -0.14 0.076
H -5.97022 -1.66881 -0.53482 0.08 -0.32 0.08 0.079
H -5.24900 -0.82936 -1.87866 0.23 -0.10 -0.18 0.058
Cl -3.18709 1.63808 -2.43541 -0.09 0.21 -0.37 0.562
C -2.80688 2.70906 -1.06617 -0.40 -0.21 0.33 -0.684
C -1.50951 3.45552 -1.20530 0.07 -0.01 0.72 -0.657
Cl -1.53409 4.63431 -2.55521 0.14 -0.39 0.29 0.564
H -2.84078 2.02026 -0.22147 0.54 0.19 0.04 -0.021
H -3.61274 3.41518 -0.86443 -0.16 -0.06 -0.52 0.078
H -0.64813 2.79297 -1.25485 -0.07 -0.01 -0.60 0.036
H -1.35244 4.00372 -0.27437 -0.07 0.26 -0.14 0.061
Cl 4.23288 4.63964 -2.40323 -0.21 -0.13 -0.14 0.531
C 2.50287 4.29920 -2.00922 0.26 0.09 0.08 -0.633
C 2.29519 2.81869 -1.73304 0.51 0.73 -0.29 -0.643
Cl 2.07305 1.94714 -3.27702 0.06 -0.25 0.15 0.561
H 1.91128 4.66899 -2.84076 -0.09 -0.01 0.08 0.052
H 2.33052 4.88915 -1.11634 -0.30 -0.03 0.12 0.058
H 1.42234 2.63145 -1.12055 -0.04 0.04 0.13 0.030
H 3.20704 2.49383 -1.23638 -0.22 -0.61 -0.02 0.053
O 0.46673 3.78547 1.34184 -0.22 -0.06 0.21 -0.086
C 1.51751 4.10880 2.22154 0.84 0.55 0.32 -0.254
C 1.39130 5.53454 2.71073 0.08 0.67 -0.03 -0.251
O 2.49937 5.76813 3.57229 0.19 -0.36 0.14 -0.071
H 0.38470 2.82413 1.33941 0.05 -0.28 -0.13 0.042
H 1.59614 3.49687 3.12641 -0.35 -0.33 -0.22 0.130
H 2.49157 4.04708 1.71922 -0.04 -0.16 -0.06 0.121
H 0.45563 5.69665 3.25494 -0.11 -0.12 -0.15 0.120
H 1.45245 6.24254 1.87595 -0.28 -0.15 -0.11 0.121
H 2.53902 6.69293 3.82384 -0.12 0.04 -0.07 0.083
O 6.78642 0.82484 -0.84751 0.16 0.19 -0.07 -0.063
C 6.18079 0.01711 -1.83627 -0.70 -0.77 1.17 -0.246
C 5.18895 -0.96740 -1.21393 -0.22 0.35 -1.14 -0.252
O 4.07783 -0.24798 -0.68475 0.50 -0.29 0.57 -0.098
H 6.09304 1.13152 -0.25285 -0.08 0.01 -0.08 0.077
H 5.59642 0.59379 -2.56027 0.38 0.15 -0.22 0.117
H 6.96573 -0.59384 -2.27897 0.07 0.32 -0.37 0.120
H 5.66120 -1.62234 -0.47967 0.04 0.12 0.14 0.124
H 4.82808 -1.57343 -2.05736 0.07 -0.30 0.14 0.091
H 3.64964 -0.87603 -0.07223 -0.22 0.34 -0.23 0.040
O 0.22256 -4.03801 0.37368 0.33 0.29 0.10 -0.084
C 1.39078 -4.20788 1.18028 0.52 -0.45 0.44 -0.216
C 1.97193 -2.87048 1.57656 -0.46 0.60 -0.11 -0.219
O 2.46940 -2.14932 0.46081 -0.78 -0.60 -0.18 -0.108
H 0.19064 -4.75737 -0.26087 -0.17 0.00 -0.01 0.079
H 1.12785 -4.76561 2.08690 0.01 0.03 0.00 0.124
H 2.15980 -4.77723 0.65092 -0.09 0.00 -0.12 0.128
H 2.77532 -2.94570 2.30771 0.05 -0.37 -0.07 0.130
H 1.17655 -2.29141 2.07178 0.02 0.00 0.00 0.112
H 1.72738 -2.11766 -0.21003 0.82 0.40 0.51 0.064
O 0.78699 -1.09073 -1.17217 -0.24 0.06 -0.26 -0.133
C -0.41064 -0.37558 -0.83316 0.26 -0.51 -0.13 -0.207
C -0.46478 -0.08472 0.64662 0.29 0.73 -0.27 -0.207
O 0.58423 0.82355 1.02513 -0.10 -0.30 -0.09 -0.068
H 0.89763 -1.06644 -2.13607 0.03 0.11 0.40 0.012
H -0.35825 0.55694 -1.40052 -0.48 0.08 0.12 0.103
H -1.29051 -0.97129 -1.08641 0.01 0.15 -0.26 0.059
H -0.42985 -0.95651 1.29857 -0.10 -0.23 -0.23 0.102
H -1.41714 0.42147 0.80990 0.05 0.03 0.25 0.067
H 1.39998 0.36216 0.77958 0.11 0.26 0.06 0.087
O -5.05891 -3.16844 2.17924 -0.50 -0.18 -0.08 -0.090
C -4.03595 -4.03737 2.62197 0.65 0.53 0.36 -0.241
C -2.82591 -4.03569 1.69788 -0.48 -0.19 -0.28 -0.255
O -1.97474 -2.95771 2.04187 0.11 -0.12 0.37 -0.099
H -4.79829 -2.25332 2.32216 0.18 -0.03 -0.07 0.008
H -3.67736 -3.72084 3.61054 0.01 -0.07 0.00 0.120
H -4.44712 -5.03557 2.76402 -0.19 0.02 -0.37 0.118
H -3.16711 -3.89556 0.66509 -0.11 -0.13 0.01 0.093
H -2.33763 -5.01544 1.74409 0.28 0.14 0.18 0.118
H -1.11942 -3.13240 1.63384 -0.01 -0.03 -0.26 0.033

[4]
76
Properties=species:S:1:pos:R:3:forces:R:3:mulliken_spin:R:1 method="wB97M-V/def2-TZVPD" e_lumo_ha="-0.004 / -0.042" spin_multiplicity=3 gap_ev="5.44 / 7.04" de_lowest_kj_mol=31.2
Pd 1.21729 -0.14588 -0.45216 0.63 0.76 -0.35 0.504
C -1.44468 -0.91766 -2.51463 -0.04 0.65 -1.44 0.038
C -2.16689 -0.08210 -1.78275 -0.70 0.52 -0.53 -0.040
C -3.44455 -0.40655 -1.08061 -0.64 -0.04 -0.18 0.001
C -3.60886 -1.86240 -0.62724 -0.19 -0.09 0.41 -0.006
C -2.35713 -2.43902 -0.04238 0.04 -1.30 0.30 -0.092
C -1.25957 -2.92399 -0.63982 -0.67 -1.51 0.96 0.169
C -0.97754 -3.22648 -2.06416 0.87 -0.12 -0.58 0.034
C -1.78805 -2.29457 -2.95810 0.00 -1.04 0.27 -0.012
C 2.22617 -0.69261 1.57746 1.41 -0.32 2.06 0.080
H -0.53709 -0.58122 -3.00197 -0.14 0.32 0.16 0.048
H -1.99147 1.00466 -1.81067 0.44 -0.71 0.07 0.003
H -4.27970 -0.20848 -1.76068 -0.06 0.36 0.13 0.000
H -3.54798 0.26839 -0.21280 -0.17 -0.20 -0.34 -0.001
H -4.36541 -1.89854 0.16922 0.02 0.09 -0.29 0.000
H -3.99468 -2.49107 -1.43604 0.01 0.22 0.19 0.001
H -2.43460 -2.68825 1.02821 0.23 0.57 -0.53 0.002
H -0.58165 -3.45626 0.01998 -0.33 0.36 -0.23 -0.035
H -1.15035 -4.31137 -2.28571 -0.07 0.76 0.28 0.002
H 0.12329 -3.08597 -2.23583 -0.75 0.00 -0.02 -0.014
H -1.53404 -2.48966 -4.01438 -0.11 0.46 0.34 0.000
H -2.84127 -2.53883 -2.80644 0.24 0.16 -0.39 -0.001
H 2.82632 -0.95898 0.66082 -0.93 0.53 0.20 0.052
H 2.40538 -1.63638 2.12916 0.06 0.70 0.19 -0.012
H 2.71869 0.16298 2.08823 -0.26 -0.56 -0.38 -0.003
P 0.29717 -0.60177 1.71071 0.33 -1.54 -0.59 0.225
P 0.16251 1.78787 -0.82116 2.12 0.90 -1.02 0.189
N 0.10368 -2.39935 2.02188 0.16 -0.47 0.31 0.061
N 0.23303 -0.01755 3.40840 0.97 -0.56 0.31 0.012
N 0.24190 1.80814 -2.69894 -0.36 -0.42 0.43 0.008
N 0.67065 3.45709 -0.54923 -0.60 0.77 0.03 0.011
C -1.28064 0.31144 1.19564 -0.45 0.35 -0.20 0.387
C -1.13412 1.71719 0.51481 -1.48 -0.06 0.12 0.026
C 0.95937 -3.31274 1.37477 -0.60 -0.80 0.52 0.029
C 0.56577 -4.62319 1.65926 0.32 1.53 0.05 0.008
C -0.55022 -4.53071 2.54094 -0.19 1.12 0.24 0.020
C -0.81064 -3.17446 2.76563 0.85 -0.47 -0.60 0.000
C 1.20094 -0.46999 4.31792 -0.53 0.70 1.21 -0.004
C 0.83158 -0.13888 5.61852 -0.13 -0.32 -1.25 0.001
C -0.43819 0.52736 5.52947 0.14 -0.19 -1.22 0.001
C -0.76250 0.60113 4.17650 0.03 -0.17 0.91 0.008
C 1.08280 0.85663 -3.31397 -0.11 -0.29 -0.48 0.013
C 0.90993 0.86244 -4.69789 0.39 0.30 1.50 0.007
C 0.00194 1.92409 -4.96635 -0.57 0.23 1.04 0.003
C -0.43748 2.43255 -3.73935 0.53 -0.47 -1.03 -0.003
C 0.43167 4.57367 -1.37494 0.29 0.38 1.11 0.016
C 0.68185 5.73061 -0.64829 -0.08 -1.46 -0.18 0.000
C 1.10669 5.33604 0.65896 -0.57 -1.65 -0.67 0.009
C 1.05870 3.94424 0.71484 -0.32 1.30 -1.23 0.004
H -1.92990 0.38985 2.07928 0.09 0.16 -0.41 0.016
H -1.78094 -0.38493 0.51002 0.59 0.17 0.33 -0.167
H -2.11259 2.03556 0.07473 0.47 -0.23 0.70 0.006
H -0.84322 2.47119 1.28737 -0.07 -0.41 -0.88 -0.014
H 1.71744 -2.97427 0.67969 -0.24 -0.08 0.11 -0.009
H 1.00751 -5.52682 1.24314 -0.07 0.37 0.21 0.000
H -1.08831 -5.36999 2.98062 0.13 0.42 -0.10 0.001
H -1.52557 -2.70591 3.42696 0.04 0.01 -0.13 0.000
H 2.10768 -0.92893 3.97567 -0.08 -0.15 0.10 0.001
H 1.39568 -0.38559 6.51834 -0.22 0.16 -0.40 0.000
H -1.06079 0.87657 6.35382 0.30 0.01 -0.41 0.000
H -1.62952 1.06391 3.73077 0.16 -0.09 0.12 0.003
H 1.78255 0.25786 -2.71745 -0.52 0.26 -0.41 -0.007
H 1.38167 0.17080 -5.40917 -0.11 0.64 0.49 0.000
H -0.25612 2.29616 -5.95246 -0.25 -0.11 0.31 0.000
H -1.17902 3.18304 -3.56907 -0.17 0.25 0.16 -0.001
H 0.12946 4.46924 -2.40315 0.06 -0.10 0.13 -0.002
H 0.52506 6.73094 -1.00309 0.17 0.15 -0.13 0.001
H 1.38951 5.98204 1.45571 0.16 0.24 0.41 0.001
H 1.28451 3.27797 1.51998 0.15 -0.19 0.15 -0.005
F 3.17241 2.22067 0.37909 0.07 -0.81 -0.83 0.009
C 3.06377 1.38694 -0.73421 0.34 -0.01 -0.09 0.332
F 2.85953 2.20857 -1.82207 0.41 -0.28 0.68 0.023
C 4.47172 0.77762 -0.94581 0.60 0.51 0.05 0.049
F 5.37153 1.72509 -1.36723 -0.72 -1.05 0.38 0.011
F 4.93162 0.27604 0.23066 -0.19 0.10 -0.82 -0.001
F 4.47628 -0.22519 -1.86695 -0.13 0.78 0.72 0.000